{
  "formula": "C47H77BBr2F15N2O13Si",
  "method": "the ωB97M-V functional and the def2-TZVPD basis",
  "homo_ev": -11.50,
  "total_charge": 1,
  "fmax_ev_per_a": 4.98,
  "symbols": ["C", "C", "C", "C", "C", "C", "C", "C", "C", "O", "Si", "C", "C", "C", "C", "C", "Br", "C", "C", "Br", "N", "C", "C", "C", "C", "C", "C", "C", "C", "N", "C", "B", "O", "O", "C", "C", "H", "H", "H", "H", "H", "H", "H", "H", "H", "H", "H", "H", "H", "H", "H", "H", "H", "H", "H", "H", "H", "H", "H", "H", "H", "H", "H", "H", "H", "H", "H", "H", "H", "H", "H", "H", "H", "H", "H", "H", "H", "H", "H", "H", "H", "H", "H", "H", "H", "H", "H", "H", "C", "C", "O", "C", "O", "C", "F", "F", "F", "H", "H", "H", "H", "H", "C", "C", "O", "C", "O", "C", "F", "F", "F", "H", "H", "H", "H", "H", "C", "C", "O", "C", "O", "C", "F", "F", "F", "H", "H", "H", "H", "H", "C", "C", "O", "C", "O", "C", "F", "F", "F", "H", "H", "H", "H", "H", "C", "C", "O", "C", "O", "C", "F", "F", "F", "H", "H", "H", "H", "H"],
  "xyz": [[0.94, -5.77, -0.81], [1.80, -4.69, -1.76], [0.85, -3.36, -1.88], [1.79, -1.98, -1.78], [1.60, -1.00, -3.12], [1.62, -1.18, -0.35], [2.84, -1.02, 0.79], [4.24, -1.81, 0.38], [5.17, -1.02, -0.71], [5.38, 0.40, -0.42], [5.01, 1.43, -1.80], [5.63, 0.77, -3.50], [3.14, 1.95, -1.79], [6.00, 3.10, -1.49], [2.64, -0.14, 2.20], [3.99, -0.04, 3.15], [3.81, -1.10, 4.88], [4.46, 1.55, 3.44], [6.13, 1.54, 3.60], [4.07, 2.68, 1.84], [1.29, 0.53, 2.56], [1.10, 1.30, 3.89], [-0.13, 0.66, 4.83], [0.99, 2.93, 3.69], [1.84, 3.79, 4.84], [2.57, 5.05, 4.08], [0.11, 0.43, 1.57], [-1.37, 1.14, 1.80], [-2.53, 0.05, 2.33], [-1.81, -1.26, 2.59], [0.21, -0.42, 0.13], [-1.12, -0.54, -0.89], [-2.01, -1.72, -0.93], [-1.35, 0.68, -1.73], [-1.68, 0.30, -3.11], [-1.21, 1.39, -4.26], [0.53, -5.19, 0.15], [0.09, -6.31, -1.40], [1.74, -6.54, -0.40], [1.97, -5.12, -2.85], [2.82, -4.50, -1.22], [0.08, -3.32, -0.99], [0.26, -3.28, -2.90], [2.90, -2.41, -1.96], [2.65, -0.80, -3.63], [1.24, 0.07, -2.71], [0.83, -1.42, -3.89], [4.87, -2.17, 1.33], [3.87, -2.85, -0.08], [6.24, -1.54, -0.67], [4.74, -1.25, -1.78], [6.30, 1.51, -4.11], [4.70, 0.51, -4.19], [6.22, -0.26, -3.39], [3.05, 3.12, -1.59], [2.68, 1.74, -2.86], [2.52, 1.43, -0.91], [7.00, 2.90, -0.89], [5.31, 3.91, -0.97], [6.29, 3.49, -2.56], [4.96, -0.48, 2.67], [4.05, 1.95, 4.46], [6.49, 0.91, 4.52], [6.52, 2.66, 3.61], [6.55, 1.08, 2.59], [2.02, 1.17, 4.63], [-0.23, -0.48, 4.55], [0.17, 0.69, 5.98], [-1.13, 1.27, 4.74], [-0.13, 3.32, 3.82], [1.28, 3.24, 2.58], [2.54, 3.13, 5.49], [1.05, 4.28, 5.59], [2.56, 4.98, 2.89], [1.93, 6.03, 4.32], [3.67, 5.28, 4.42], [-1.75, 1.76, 0.86], [-1.37, 1.94, 2.68], [-3.26, -0.15, 1.41], [-3.10, 0.44, 3.28], [-2.12, -2.00, 1.92], [-1.98, -1.57, 3.59], [-1.71, -2.34, -0.21], [-2.88, 0.26, -3.17], [-1.20, -0.75, -3.41], [-0.55, 2.27, -3.84], [-2.13, 1.89, -4.83], [-0.58, 0.85, -5.10], [9.67, -1.41, 4.43], [9.55, -0.36, 3.34], [10.83, -0.02, 2.81], [11.39, -0.93, 1.95], [10.86, -1.99, 1.64], [12.74, -0.44, 1.43], [13.56, 0.01, 2.42], [12.60, 0.60, 0.55], [13.44, -1.40, 0.76], [10.36, -1.07, 5.21], [8.70, -1.62, 4.88], [10.08, -2.35, 4.04], [9.12, 0.55, 3.77], [8.87, -0.68, 2.54], [-5.53, 4.41, 0.71], [-6.32, 4.29, 2.00], [-5.48, 3.84, 3.08], [-4.64, 4.79, 3.61], [-4.58, 5.95, 3.21], [-3.83, 4.20, 4.76], [-3.25, 3.01, 4.45], [-4.60, 3.97, 5.86], [-2.82, 5.03, 5.17], [-5.03, 3.47, 0.47], [-6.19, 4.69, -0.12], [-4.75, 5.17, 0.79], [-7.11, 3.53, 1.87], [-6.83, 5.23, 2.26], [-3.91, -2.70, -3.28], [-4.96, -3.81, -3.32], [-6.20, -3.33, -3.86], [-6.23, -3.16, -5.22], [-5.28, -3.39, -5.96], [-7.61, -2.68, -5.67], [-8.06, -1.62, -4.94], [-8.55, -3.65, -5.56], [-7.63, -2.27, -6.97], [-4.29, -1.84, -2.73], [-2.99, -3.06, -2.81], [-3.67, -2.35, -4.29], [-5.16, -4.14, -2.29], [-4.60, -4.68, -3.88], [-4.24, 5.55, -6.46], [-4.64, 6.56, -5.41], [-5.49, 5.96, -4.41], [-4.86, 5.15, -3.50], [-3.65, 4.94, -3.50], [-5.86, 4.60, -2.48], [-6.96, 4.06, -3.07], [-6.31, 5.56, -1.63], [-5.33, 3.62, -1.70], [-5.13, 5.09, -6.91], [-3.65, 6.03, -7.25], [-3.64, 4.74, -6.04], [-5.22, 7.36, -5.87], [-3.77, 7.03, -4.93], [-8.47, -8.47, 1.37], [-7.08, -8.72, 0.81], [-6.66, -7.64, -0.04], [-6.27, -6.49, 0.59], [-6.27, -6.35, 1.82], [-5.83, -5.43, -0.41], [-6.72, -5.26, -1.43], [-4.64, -5.75, -1.00], [-5.66, -4.20, 0.15], [-9.18, -8.29, 0.56], [-8.80, -9.32, 1.97], [-8.49, -7.58, 2.01], [-7.09, -9.62, 0.20], [-6.34, -8.88, 1.61]],
  "lowdin_charge": [-0.14, -0.22, -0.16, -0.26, -0.06, 0.04, 0.02, -0.13, -0.25, -0.31, 0.46, -0.21, -0.20, -0.22, -0.06, -0.61, 0.63, -0.66, -0.17, 0.77, 0.03, -0.28, -0.05, -0.17, -0.23, -0.16, 0.03, -0.11, -0.21, -0.04, 0.11, -0.44, 0.05, -0.06, -0.23, -0.09, 0.08, 0.09, 0.08, 0.12, 0.09, 0.09, 0.12, 0.11, 0.08, 0.07, 0.08, 0.13, 0.11, 0.15, 0.10, 0.06, 0.04, 0.06, 0.06, 0.04, 0.03, 0.06, 0.03, 0.04, 0.08, 0.08, 0.09, 0.10, 0.09, 0.09, 0.08, 0.11, 0.07, 0.11, 0.09, 0.09, 0.12, 0.04, 0.09, 0.08, 0.14, 0.08, 0.13, 0.12, 0.07, 0.09, 0.10, 0.14, 0.11, 0.09, 0.09, 0.08, -0.06, -0.22, 0.02, -0.32, 0.14, -0.47, 0.14, 0.14, 0.14, 0.09, 0.08, 0.08, 0.11, 0.12, -0.06, -0.19, 0.01, -0.33, 0.15, -0.47, 0.11, 0.15, 0.14, 0.08, 0.06, 0.09, 0.13, 0.13, -0.06, -0.20, 0.02, -0.32, 0.14, -0.47, 0.14, 0.15, 0.14, 0.08, 0.07, 0.08, 0.08, 0.14, -0.06, -0.20, 0.02, -0.32, 0.14, -0.46, 0.15, 0.12, 0.11, 0.09, 0.09, 0.07, 0.13, 0.13, -0.06, -0.21, 0.01, -0.32, 0.14, -0.47, 0.14, 0.13, 0.14, 0.09, 0.09, 0.08, 0.13, 0.13]
}